*w*
Density functional theory data (ωB97M-V/def2-TZVPD) for a 2-piece molecular cluster, C7H15NO2 overall.

Each line ends with the natural charge from an NBO analysis.
Element x y z (Å)
C -0.3577 1.8353 2.3843  -0.59
C -0.5671 1.2119 0.9980  -0.54
C 0.2334 -0.0616 0.8366  0.74
C 1.7182 0.0528 1.0380  -0.75
O -0.3090 -1.1941 0.9872  -0.64
H 0.6682 2.1738 2.5224  0.21
H -1.0137 2.6967 2.5016  0.23
H -0.5961 1.1210 3.1728  0.21
H -0.2758 1.9206 0.2213  0.24
H -1.6239 0.9960 0.8493  0.24
H 2.1032 0.9937 0.6527  0.23
H 1.9145 0.0292 2.1112  0.26
H 2.2360 -0.7845 0.5771  0.25
C 0.8295 -1.7692 -1.8193  -0.64
C 0.3402 -0.3335 -1.8249  -0.57
C -1.4442 -0.1067 -1.6122  0.73
N -1.9477 -1.1223 -0.9583  -0.90
O -1.8657 0.9551 -1.9809  -0.64
H 0.9748 -2.1653 -0.8150  0.20
H 0.1116 -2.4271 -2.3076  0.22
H 1.7771 -1.8538 -2.3556  0.21
H 1.0534 0.4081 -1.4701  0.21
H 0.2076 -0.0103 -2.8599  0.23
H -2.9504 -1.0828 -0.8319  0.38
H -1.2165 -1.4829 -0.0168  0.47

Values from the calculation:
- net charge = 0
- orbital gap (eV) = 9.029
- SMILES string = CCC(C)=O.CCC(N)=O



*x*
Density functional theory data (ωB97M-V/def2-TZVPD) for a 2-piece molecular cluster, C7H15NO2 overall.

Each line ends with the natural charge from an NBO analysis.
Element x y z (Å)
C 0.8882 -4.2197 -0.4302  -0.41
N 0.4212 -3.0151 -1.0882  -0.62
C -0.0321 -3.0501 -2.3720  0.67
C -0.4878 -1.7186 -2.9303  -0.71
O -0.0615 -4.0955 -3.0146  -0.63
H 1.2074 -3.9687 0.5954  0.20
H 1.7461 -4.6565 -0.9687  0.21
H 0.0865 -4.9752 -0.3741  0.21
H 0.4300 -2.1240 -0.5858  0.40
H 0.3379 -0.9872 -2.9325  0.23
H -0.8317 -1.8639 -3.9682  0.24
H -1.3217 -1.3059 -2.3379  0.23
C 0.0011 3.5084 0.8192  -0.43
C -0.9971 3.3408 1.9638  -0.43
C -0.9111 1.8403 2.2148  -0.07
O 0.4421 1.4627 1.9241  -0.54
C 1.0988 2.5384 1.2387  -0.07
H 0.3680 4.5447 0.6897  0.22
H -0.4538 3.1903 -0.1386  0.20
H -2.0226 3.6790 1.7202  0.22
H -0.6598 3.9042 2.8550  0.21
H -1.5978 1.2830 1.5491  0.16
H -1.1420 1.5482 3.2573  0.19
H 1.8206 3.0227 1.9242  0.17
H 1.6711 2.1177 0.3897  0.18

Values from the calculation:
- net charge = 0
- orbital gap (eV) = 10.113
- SMILES string = CNC(C)=O.C1CCOC1



Quick one: most stable of them? *x*



*w*
Density functional theory data (ωB97M-V/def2-TZVPD) for the molecule C3H3NO3.

Each line ends with the natural charge from an NBO analysis.
Element x y z (Å)
H -0.5204 1.9447 -1.7910  0.36
N -1.0111 1.5152 -1.0060  -0.60
C -0.3692 0.5705 -0.4897  0.45
C -0.9438 -0.3545 0.5623  0.40
O -0.5529 -1.5099 0.5301  -0.51
O 0.8294 0.0119 -0.8452  -0.51
C 1.2784 -0.6141 0.3228  0.65
O 1.1387 -0.0529 1.3841  -0.59
H -1.7374 -0.0224 1.2241  0.18
H 1.8883 -1.4885 0.1086  0.17

Values from the calculation:
- net charge = 0
- orbital gap (eV) = 10.693
- SMILES string = [H]/N=C(/C=O)OC=O



*x*
Density functional theory data (ωB97M-V/def2-TZVPD) for a 2-piece molecular cluster, C3H3NO3 overall.

Each line ends with the natural charge from an NBO analysis.
Element x y z (Å)
O -0.8245 -1.4335 -0.2059  -0.41
C -0.3548 -0.3869 -0.0262  0.54
C -1.0382 0.9426 -0.0256  -0.27
N -2.2829 0.7825 -0.3094  0.20
O -3.0004 -0.1358 -0.5501  -0.24
H -0.4601 1.8558 0.1311  0.26
C 1.9057 -0.4072 0.2745  0.20
O 2.2912 0.7194 0.0183  -0.53
H 1.7902 -0.7743 1.2098  0.12
H 1.9738 -1.1626 -0.5166  0.12

Values from the calculation:
- net charge = 0
- orbital gap (spin up / spin down) (eV) = 8.980 / 7.599
- SMILES string = O=C=CN=O.C=O



*y*
Density functional theory data (ωB97M-V/def2-TZVPD) for the molecule C3H3NO3.

Each line ends with the natural charge from an NBO analysis.
Element x y z (Å)
H -1.2520 -1.0797 1.0091  0.36
N -0.3819 -0.7836 1.4256  -0.61
C 0.4361 -0.2134 0.6601  0.45
C 1.7705 0.1528 1.2429  0.37
O 2.6435 0.6925 0.6180  -0.46
O 0.4060 0.0348 -0.6805  -0.52
C -0.7099 0.0859 -1.4628  0.66
O -1.6928 0.7191 -1.2441  -0.51
H 1.8386 -0.1618 2.2984  0.14
H -0.5419 -0.5134 -2.3566  0.13

Values from the calculation:
- net charge = 0
- orbital gap (eV) = 10.347
- SMILES string = [H]/N=C(/C=O)OC=O



Quick one: most stable of them? *y*